A molecular structure, C24H25N5O3. Source: the Open Molecules 2025 dataset; level of theory: the ωB97M-V functional and the def2-TZVPD basis.

## Properties
Multiplicity: 1
Calculated total energy (eV): -38865.7059
Orbital gap (hartree): 0.258
ΔE to the lowest compared entry with this formula, charge and spin (kJ/mol): 2181.44

Atoms and positions in Å:
O1 1.480 2.380 0.616
O2 1.157 -2.342 0.739
O3 3.810 -0.603 -0.394
N1 -0.122 -1.043 -0.796
N2 1.261 0.130 0.649
N3 4.187 -1.700 1.692
N4 -0.665 2.167 -1.469
N5 -1.505 0.219 -2.109
C1 -3.717 5.696 -1.312
C2 1.011 1.405 0.155
C3 -1.739 4.236 -1.122
C4 4.432 -3.497 0.100
C5 -4.332 -3.227 1.513
C6 -4.438 -2.360 0.255
C7 0.642 -1.340 0.340
C8 2.415 -0.084 1.494
C9 5.191 -2.576 0.971
C10 -2.473 5.051 -1.662
C11 -3.337 -2.087 -0.302
C12 3.641 -0.743 1.036
C13 -1.500 1.642 -2.358
C14 6.159 -1.894 0.543
C15 -1.954 -3.530 1.219
C16 -2.334 4.031 0.210
C17 -0.080 1.207 -0.945
C18 -3.117 -3.488 1.886
C19 -1.038 -2.533 -1.012
C20 -2.097 -2.698 -0.385
C21 -4.112 5.431 0.076
C22 -0.723 -0.033 -1.176
C23 -3.519 4.419 0.472
C24 -0.552 3.567 -1.413
H1 -5.152 -3.359 1.962
H2 -3.359 -1.383 -1.446
H3 -5.433 -1.734 -0.094
H4 -0.199 -3.278 -1.017
H5 4.088 -2.885 -0.884
H6 -1.131 -2.128 -2.109
H7 5.154 -4.276 -0.301
H8 3.591 -1.997 2.453
H9 2.030 -0.512 2.463
H10 -3.920 4.261 1.661
H11 5.397 -3.316 1.923
H12 -2.363 1.953 -3.180
H13 7.029 -2.528 0.422
H14 6.638 -1.369 1.684
H15 3.441 -3.888 0.331
H16 0.349 3.748 -0.971
H17 -2.889 -4.140 2.676
H18 -4.940 5.936 0.372
H19 2.766 0.885 1.835
H20 -2.197 5.320 -2.876
H21 -1.591 3.443 0.842
H22 -0.315 3.966 -2.513
H23 6.081 -1.176 -0.078
H24 -0.935 -3.877 1.279
H25 -4.175 6.531 -1.947